Arrangement a

C3H3FN2S | ωB97M-V/def2-TZVPD

XYZ file:
```
10
C3H3FN2S ωB97M-V/def2-TZVPD
S -1.23018 1.97358 -1.11476
F 2.00044 -1.34726 0.53080
N 0.73186 0.31074 -0.13009
N -1.36109 -0.56978 -0.09401
C -0.49061 -1.49469 0.31352
C -0.64507 0.48845 -0.45246
C 0.74401 -0.84562 0.40775
H 1.36631 1.27512 0.43885
H -0.06607 2.66878 -0.46711
H -1.04960 -2.45931 0.56752
```

Its charge is 0. The calculation puts the HOMO energy at -8.16 eV. The frontier orbital gap is 7.63 eV. For the LUMO energy, the calculation gives -0.5 eV.

Atom charges from the Mulliken analysis, given in e for atoms 1 to 4:
1 S -0.2468
2 F -0.2812
3 N -0.2575
4 N -0.4645

=====

Arrangement b

C3H3FN2S | ωB97M-V/def2-TZVPD

XYZ file:
```
10
C3H3FN2S ωB97M-V/def2-TZVPD
S 0.62771 1.26330 1.55685
F -0.65818 0.22956 2.19397
N -2.65122 0.62726 0.26771
N -0.74771 -0.46161 -0.67900
C 0.58695 -0.40173 -0.64018
C 1.29289 0.32102 0.27485
C -1.60499 0.06803 0.01560
H 2.29945 0.25391 0.11436
H -2.90139 1.03887 1.12608
H 0.94659 -1.04731 -1.47305
```

Its charge is 0. The calculation puts the HOMO energy at -8.48 eV. The frontier orbital gap is 7.69 eV. For the LUMO energy, the calculation gives -0.8 eV.

Atom charges from the Mulliken analysis, given in e for atoms 1 to 4:
1 S 0.1084
2 F -0.3553
3 N -0.5344
4 N -0.4486

=====

It turns out arrangement b is the most stable, with the second structure 3.9 kcal/mol higher.